(1)
C20H12N2O8S3Zn as an isolated structure at a distorted geometry, computed with ωB97M-V with the def2-TZVPD basis set.

multiplicity: 1
LUMO energy: 4.08 eV
E_tot: -4454.73124 Eh
ΔE to the lowest compared entry with this formula, charge and spin: 1.155 eV
total charge: -2

Geometry as XYZ:
```
46
Properties=species:S:1:pos:R:3:forces:R:3
C 4.011400 1.369800 -0.059100 0.00 -0.05 -0.10
Zn 0.042600 0.035100 0.246100 0.31 -0.46 -0.12
H -6.989500 1.186200 2.126100 -0.16 -0.01 0.03
C -1.855600 4.570200 0.663500 -0.11 0.05 0.03
H -2.366300 2.903700 -0.688900 -0.01 -0.13 -0.18
N 2.092700 -0.042600 -0.090900 -0.11 0.05 -0.08
C 2.642100 1.171600 -0.028600 0.26 0.30 0.06
H 2.390700 -2.052200 -0.273100 -0.05 -0.11 0.01
C -1.572000 4.709800 1.981200 0.01 -0.21 0.47
O 0.080200 -2.009500 0.170900 0.85 0.53 -0.28
S -4.426300 -0.032800 -0.119100 -0.62 0.17 0.37
O 2.028200 3.468600 -0.045600 0.31 0.17 -0.04
O 6.808500 1.634300 -0.111000 0.08 0.67 -0.02
N -0.775200 -2.917800 0.403500 -0.04 -0.07 0.11
C 4.267500 -0.983500 -0.229000 0.12 0.08 -0.08
H -1.967300 -2.249200 4.829200 -0.01 -0.12 0.17
C -4.790200 1.204300 2.102600 0.22 -0.06 -0.05
C -6.081500 0.908000 1.615100 -0.16 -0.02 -0.02
C -1.630900 -1.444600 4.199300 0.24 0.01 0.07
S -1.627500 3.196900 2.808500 -0.07 0.39 -0.51
C 2.891300 -1.098600 -0.208700 0.20 -0.32 -0.03
H -4.596800 1.720700 3.026900 0.12 0.12 0.12
C -3.811900 0.758400 1.268000 -0.16 -0.14 -0.19
C -0.371600 -0.945900 4.210200 0.23 0.22 -0.21
S -0.159300 0.311700 3.043400 -0.19 -0.47 0.51
C 6.424300 0.460800 -0.113100 -0.69 -0.11 -0.01
C 4.859800 0.273100 -0.146700 0.29 0.06 0.09
H -3.465400 -1.109100 3.044500 -0.16 0.00 -0.13
C -2.137300 3.233300 0.308200 -0.05 -0.25 0.15
H -1.298500 5.597100 2.520000 0.04 0.18 0.04
O 0.486400 1.957200 0.475100 -0.09 0.05 0.05
C -1.803900 0.148100 2.529100 -0.11 0.06 0.32
H -6.879700 -0.092700 -0.148100 -0.20 -0.09 -0.16
H -1.864200 5.389200 -0.034900 0.07 0.14 -0.10
H 4.893900 -1.858200 -0.314800 0.09 -0.05 0.04
H 4.423100 2.366200 -0.010400 -0.02 0.04 0.02
C 1.658800 2.317900 0.137000 0.17 0.29 0.01
O -0.713200 -3.935000 -0.262000 0.03 -0.96 -0.72
H 0.448200 -1.214900 4.847400 0.17 -0.11 0.10
O -1.828200 0.290000 0.157100 -0.24 0.10 -0.21
C -2.447300 -0.821500 3.230900 0.04 0.30 -0.05
C -2.033400 2.368700 1.352000 -0.06 0.41 0.29
O 7.080400 -0.587900 -0.079500 0.19 -0.71 -0.03
C -6.042000 0.247400 0.428400 0.22 -0.19 -0.33
O -1.589600 -2.766500 1.290100 -0.65 0.18 0.73
C -2.309300 0.879600 1.308900 -0.32 0.05 -0.14
```
Positions in Å, forces in eV/Å.



(2)
C20H13CaFN5O8S as an isolated structure at a distorted geometry, computed with ωB97M-V with the def2-TZVPD basis set.

multiplicity: 1
LUMO energy: 2.30 eV
E_tot: -2821.65232 Eh
ΔE to the lowest compared entry with this formula, charge and spin: 0.000 eV
total charge: -1

Geometry as XYZ:
```
49
Properties=species:S:1:pos:R:3:forces:R:3
H 2.568493 2.578920 1.583866 0.00 0.00 0.00
O -4.338309 -5.417170 1.087463 0.01 0.03 0.01
H -5.415813 1.174871 -0.473542 0.00 0.01 0.00
C -3.414303 0.802764 0.195532 -0.02 0.07 0.00
N 1.922019 -0.383935 -0.124528 0.10 0.26 -0.18
H 2.292106 5.038277 0.821345 -0.02 0.02 -0.01
H -2.143535 -4.057830 -1.173091 -0.01 0.00 0.00
C -4.433786 1.593374 -0.301718 -0.01 -0.02 0.00
C -1.889724 2.538698 0.184328 -0.13 0.03 -0.07
Ca -0.255735 -0.354044 0.981726 -0.01 0.31 0.14
C 2.167888 -2.453338 1.089461 -0.04 0.53 0.20
O -2.127995 -1.898668 1.292707 0.00 -0.03 0.06
N -3.959628 -3.576442 -0.223418 0.02 -0.02 0.01
C -4.141237 2.924959 -0.568839 0.02 -0.01 0.01
C -5.809692 -2.266519 -0.931877 0.04 0.02 -0.02
O -7.955190 -2.969029 -0.172285 0.01 0.00 0.01
S -0.028401 4.622019 0.185807 0.04 0.01 0.01
H -3.579761 -0.239309 0.442156 -0.01 0.01 0.01
C 1.640030 2.965203 1.176010 0.07 0.02 0.00
C -1.869401 -2.379259 0.163898 0.03 0.02 -0.03
O 4.880330 -3.429736 -0.108478 0.77 0.20 -0.67
H -4.902044 3.587899 -0.962458 0.00 0.00 0.00
O 1.152869 -2.076477 1.727976 -0.01 -0.37 -0.05
N -6.108702 -4.154078 0.436690 0.04 0.00 0.02
H -6.695833 -4.788950 0.957193 -0.02 0.01 0.00
C 5.029932 -2.274372 -0.727001 0.07 -0.38 -0.03
H -2.260227 -4.465075 0.559296 -0.02 -0.01 0.01
H 2.210769 1.294594 -1.210936 0.01 0.01 0.02
C 3.887063 -1.336325 -0.634222 0.06 0.10 0.00
F -6.307625 -1.222219 -1.610498 -0.01 0.00 0.00
H 4.485539 0.355857 -1.961348 0.00 -0.01 -0.01
N -2.179148 1.248678 0.424783 -0.06 -0.10 0.01
O 6.024339 -1.992969 -1.360407 0.05 0.11 0.00
O 2.808850 -3.512567 1.206327 -0.56 -0.16 0.18
C -4.753087 -4.452828 0.483676 -0.01 -0.03 -0.03
C -6.752772 -3.111043 -0.216549 -0.02 0.00 -0.01
C -4.497243 -2.515339 -0.912237 -0.03 -0.04 0.02
H -3.788303 -1.886058 -1.436466 -0.02 0.01 -0.01
C 3.789814 -0.132593 -1.301328 -0.05 -0.03 0.04
C 2.690207 -1.430191 0.104704 -0.17 -0.17 -0.12
C -2.501737 -3.726824 -0.199606 -0.03 0.10 0.00
C 0.456142 2.168353 1.021762 -0.18 -0.23 -0.01
C 1.534854 4.268961 0.783833 -0.03 -0.03 -0.03
N 2.597839 0.394460 -0.974160 0.06 -0.06 0.00
H -2.627650 4.438125 -0.517758 0.01 0.00 0.01
H 3.978157 -3.511581 0.343916 -0.17 -0.04 0.47
C -2.870655 3.402120 -0.322821 0.01 -0.01 0.01
O -1.154114 -1.816075 -0.702014 0.08 -0.06 -0.03
C -0.524490 2.964707 0.481630 0.15 -0.03 0.07
```
Positions in Å, forces in eV/Å.



(3)
C20H14AsIrS5 as an isolated structure at a distorted geometry, computed with ωB97M-V with the def2-TZVPD basis set.

multiplicity: 1
LUMO energy: -1.71 eV
E_tot: -5101.54787 Eh
ΔE to the lowest compared entry with this formula, charge and spin: 2.031 eV
total charge: 0

Geometry as XYZ:
```
41
Properties=species:S:1:pos:R:3:forces:R:3
H -1.079330 7.390862 1.616248 0.01 -0.01 0.01
H -0.679773 4.285183 -2.202826 -0.03 0.06 -0.05
C -1.298230 2.365214 2.567250 0.08 0.04 0.03
H 2.093667 2.561514 2.509629 0.00 -0.05 0.00
H -0.376802 5.055971 1.997418 0.00 0.02 0.00
As 0.147870 2.688833 0.086381 0.49 0.42 0.03
C 2.854772 1.808586 -0.192759 -0.06 -0.05 0.13
C -0.396179 2.281712 4.790455 0.04 -0.02 -0.10
C -0.986831 6.712565 0.778026 0.00 0.03 -0.01
Ir 0.074111 0.169549 0.841598 -0.55 -1.71 -0.06
H -1.567716 8.183995 -0.669920 -0.01 0.00 0.01
S -0.354669 -1.959004 -0.391227 0.91 1.59 1.08
H 4.475311 5.328530 -0.090569 -0.01 0.01 0.00
C 2.059362 2.946565 -0.040371 0.05 0.06 -0.15
C 0.892084 2.371257 4.277864 0.00 0.07 0.04
H 2.024621 5.085722 0.086299 0.06 0.04 0.01
C 4.815579 3.213696 -0.293651 -0.05 0.00 -0.08
H -0.547687 2.216159 5.859939 0.00 -0.03 0.00
S -2.354561 -0.159500 0.524673 0.91 0.67 0.83
C -0.003112 2.480033 2.039157 -0.12 -0.46 -0.04
C 1.091157 2.471172 2.910268 0.06 0.03 -0.09
C -0.763896 4.975239 -1.370809 0.04 -0.10 0.04
H 5.888413 3.316667 -0.393971 0.00 -0.02 0.00
S -3.109743 -2.954666 -0.068800 0.14 0.09 -0.24
S -0.111732 -2.025279 3.325283 0.30 0.18 0.82
H 1.743988 2.377392 4.944647 0.00 -0.03 0.00
C 4.238636 1.959170 -0.338411 0.06 0.08 0.02
H -2.491852 2.184249 4.334702 -0.01 0.02 -0.01
C 2.651780 4.209120 -0.019176 -0.11 0.02 -0.02
S 2.200607 0.178690 -0.219698 -0.32 -0.05 0.61
C 4.023196 4.346482 -0.128435 0.00 0.00 0.00
H 4.853352 1.079716 -0.479654 -0.01 -0.02 0.05
C -0.468956 4.531456 -0.084710 -0.23 -0.10 -0.16
C -2.004882 -1.752596 0.010431 -0.91 -0.80 -0.03
C 0.154718 -0.826250 2.426198 -0.68 0.14 -2.81
C -1.490901 2.274599 3.934672 -0.06 0.02 0.05
C -1.156987 6.288050 -1.582758 0.01 0.01 0.01
C -1.263603 7.158544 -0.506782 0.00 -0.03 -0.02
C -0.592155 5.399300 0.992415 0.03 -0.07 0.05
H -2.150732 2.364209 1.898005 -0.02 -0.03 0.03
H -1.385894 6.629094 -2.583631 0.01 0.00 -0.01
```
Positions in Å, forces in eV/Å.



(4)
C20H14BiI3N4OS8 as an isolated structure, computed with ωB97M-V with the def2-TZVPD basis set.

multiplicity: 1
LUMO energy: 3.33 eV
E_tot: -5358.17494 Eh
total charge: -2

Geometry as XYZ:
```
51
Properties=species:S:1:pos:R:3:forces:R:3
S -4.127186 3.032857 2.091308 -0.14 -0.18 -0.02
C 0.697764 -2.707575 -2.340190 -0.04 0.01 0.05
C -1.062931 2.497470 -4.008326 0.07 -0.02 -0.04
N 0.812302 -0.262703 -2.293699 -0.24 0.12 0.12
N -1.685871 1.026156 -2.245142 0.08 -0.14 0.11
I -0.470982 -5.250577 0.969413 0.12 0.05 -0.10
H 1.225760 1.742036 -2.415008 0.04 0.04 -0.06
H 1.905986 -6.077655 -0.828713 -0.01 0.00 0.00
C -3.144297 1.660764 1.600904 -0.02 0.09 0.04
O -0.963553 -2.628740 -0.600675 0.15 0.38 -0.23
H 1.054226 0.968901 -4.009262 0.04 0.05 0.00
S -3.222921 -1.026289 0.820653 -0.30 0.00 -0.04
C 0.516458 -4.455001 -0.697511 -0.12 -0.05 0.17
N 2.751895 1.646199 1.271160 0.04 -0.08 0.09
I 3.818949 -5.618720 -3.239542 -0.13 0.11 0.06
C 3.526786 2.591124 1.823008 0.01 0.00 -0.04
C -3.832811 0.526097 1.352855 -0.09 -0.03 -0.03
C -3.301535 2.507492 -3.205365 -0.07 0.00 0.01
C -2.922577 1.514484 -2.317698 0.00 0.02 0.01
C 1.728939 3.459332 0.859447 0.05 -0.04 0.03
C 1.571007 -1.415274 2.714117 0.00 0.03 -0.06
I 3.575502 5.680318 2.088256 -0.09 -0.20 -0.04
C 1.575889 -5.140075 -1.252664 -0.09 0.07 0.07
H -0.828142 -1.340329 -2.946054 -0.01 -0.03 -0.03
C -2.343910 3.009681 -4.072432 0.05 -0.02 0.01
C -0.766827 1.506413 -3.070898 -0.06 0.08 -0.10
H 2.838555 0.613619 1.297626 -0.02 0.16 0.02
H 1.774191 -0.409304 -2.019374 0.00 -0.07 0.00
N 1.659536 2.148291 0.691637 -0.07 -0.07 -0.10
C 1.769147 -3.392178 -2.895433 -0.04 -0.01 0.03
H -4.320940 2.869889 -3.214914 0.01 -0.01 0.02
S -1.428813 1.926110 1.485984 -0.17 0.30 0.03
C 2.896931 3.788966 1.566743 0.09 0.28 0.02
H 2.259913 -2.981908 -3.770704 -0.01 0.00 -0.01
C 0.033737 -3.207519 -1.178998 0.03 -0.28 0.04
H -0.283448 2.848843 -4.674580 -0.02 0.02 0.00
Bi -0.657919 -0.529598 0.554728 0.29 -0.06 -0.30
S -0.157453 -1.355072 2.973856 0.03 -0.02 -0.03
H 0.568064 -1.443175 -4.046938 -0.03 0.05 0.02
H 4.440886 2.364462 2.344192 -0.04 -0.04 0.01
S -7.097456 3.059801 2.400363 -0.19 0.10 0.03
C 0.260553 -1.421943 -2.986174 -0.02 -0.02 0.12
H 0.939817 4.099975 0.501072 0.01 0.00 -0.01
S -5.573141 0.635297 1.555745 0.06 0.18 0.07
H -3.638844 1.084861 -1.631314 -0.06 -0.07 0.15
S 2.617522 -1.461919 4.000051 0.01 0.01 0.10
C -5.678068 2.286067 2.036115 0.31 -0.14 -0.07
H -2.593420 3.782646 -4.789347 0.00 0.01 0.00
S 2.101215 -1.408378 1.064695 0.14 -0.19 -0.11
C 0.655335 0.998508 -2.979699 0.13 -0.15 0.18
C 2.204042 -4.587535 -2.354588 0.31 -0.20 -0.19
```
Positions in Å, forces in eV/Å.



| no. | M (g mol⁻¹) |
| --- | --- |
| 1 | 569.913 |
| 2 | 542.494 |
| 3 | 681.806 |
| 4 | 1172.587 |